Record 1
Computed, not measured: 8 unconnected molecules or ions with the total composition C18H37BCl15NO4 at a distorted geometry, with ωB97M-V/def2-TZVPD.

```
76
Properties=species:S:1:pos:R:3:forces:R:3
C 4.288 -5.955 2.154 -0.15 -0.02 0.05
Cl -0.498 4.580 -3.221 0.02 -0.03 -0.09
H -2.907 2.230 -4.455 0.35 -0.09 0.06
Cl -4.437 6.538 1.489 -0.22 0.08 -0.14
H -4.743 1.902 -9.197 -0.04 0.04 0.00
Cl 1.564 -3.405 5.016 0.02 -0.03 -0.04
H -1.080 0.494 0.683 -0.05 0.00 0.05
H -6.165 2.193 -7.252 0.04 -0.05 0.04
H 1.848 -0.529 4.760 -0.05 -0.07 -0.04
H 5.567 -11.866 3.180 0.02 0.05 0.01
H -2.644 4.482 -4.125 0.24 -0.03 -0.30
Cl -1.768 5.461 2.725 0.22 -0.07 0.04
C 3.189 -0.999 -2.723 -0.12 0.10 -0.04
Cl 4.133 -11.421 4.980 -0.02 -0.01 0.00
O 0.331 1.337 -2.174 -2.05 1.25 -0.64
H -1.762 -0.113 -0.643 0.43 -0.68 -0.35
H 4.925 -4.221 1.042 0.06 -0.02 0.01
Cl -4.658 3.138 -5.722 -0.29 0.14 -0.19
O -0.492 2.669 -0.361 0.61 -0.21 -0.38
Cl 2.500 -9.989 2.356 0.00 0.04 0.02
C -0.454 0.929 -3.204 -1.32 -0.66 -1.06
C -2.150 3.923 -3.339 -0.36 -0.02 0.64
C -2.184 2.414 -3.661 0.44 0.00 -0.08
H -0.152 3.118 2.197 -0.04 0.02 0.02
H -4.872 7.052 3.731 -0.01 -0.06 0.00
C 4.691 -4.508 2.064 -0.08 0.06 -0.04
O -0.786 -0.207 -3.436 -0.43 0.91 0.78
H 3.930 -12.451 2.870 -0.07 0.02 0.04
H 3.877 -3.879 2.419 -0.01 -0.03 0.03
H 1.295 3.443 3.156 0.00 0.03 0.03
H -7.272 6.715 3.843 0.01 0.05 -0.01
C -6.745 6.390 2.947 -0.04 -0.02 0.10
H 3.349 -6.107 1.625 0.02 0.03 -0.05
C -4.277 2.178 -8.252 0.01 -0.06 -0.06
Cl 2.921 -3.052 -0.959 -0.01 -0.09 0.05
H -3.122 3.300 -1.475 -0.02 -0.03 0.08
Cl 6.117 -4.139 3.078 -0.03 0.01 0.02
C 4.241 -10.357 2.462 0.08 0.01 -0.06
H 4.739 -9.497 2.901 -0.04 0.01 0.04
C 2.803 -1.009 4.563 0.03 0.08 0.08
C -5.453 7.154 2.816 0.05 0.06 0.12
C 4.510 -11.614 3.248 0.06 -0.07 -0.05
H 3.512 -0.400 -1.874 -0.01 -0.04 0.02
H 3.851 -2.835 5.027 -0.02 -0.01 -0.06
Cl 1.436 -0.748 -2.944 2.82 -2.20 -0.20
H 4.622 -2.575 -2.508 -0.01 0.01 0.07
H 0.228 5.586 3.974 -0.06 -0.04 0.04
C 3.540 -2.451 -2.522 0.20 0.04 -0.06
H -2.390 4.914 -1.416 -0.09 0.15 0.05
C -2.933 4.212 -2.041 0.04 -0.02 -0.33
H 3.133 -3.078 -3.310 -0.12 0.01 0.05
O -0.911 1.888 -4.063 0.44 0.48 0.54
H -3.870 1.281 -7.792 0.04 0.04 0.04
H -1.408 2.955 -0.399 -0.07 0.17 0.40
Cl -0.521 2.833 4.511 -0.02 -0.02 0.00
C -0.051 5.097 3.044 0.06 0.02 0.01
H 4.155 -6.270 3.186 0.08 -0.01 0.01
H -3.902 4.628 -2.305 -0.11 0.09 0.20
H 0.523 5.545 2.233 -0.02 -0.04 -0.04
Cl 5.490 -7.040 1.400 0.04 -0.02 0.01
Cl -7.839 6.673 1.569 0.00 -0.02 -0.01
H -5.626 3.792 -7.771 0.09 0.05 0.04
C 0.222 3.616 3.089 0.09 -0.02 -0.10
H -2.528 1.847 -2.794 -0.05 0.06 0.12
H 4.601 -10.477 1.442 -0.01 -0.03 0.00
C -5.297 2.840 -7.363 -0.16 -0.04 -0.10
N -0.887 0.251 -0.282 -0.56 0.61 -0.01
H -5.632 8.211 2.638 -0.03 -0.02 -0.08
H 3.684 -0.621 -3.618 0.02 -0.07 -0.02
Cl -2.919 3.264 -8.636 0.02 -0.01 0.03
B -0.373 1.416 -0.958 0.06 0.20 0.82
H 2.972 -2.117 6.381 -0.04 0.03 0.00
Cl 2.950 -1.238 2.802 -0.04 0.05 -0.09
H -6.567 5.320 3.020 0.02 0.00 -0.07
C 2.941 -2.311 5.310 0.09 0.01 0.10
H 3.598 -0.330 4.865 0.05 -0.05 -0.01
```
Positions in Å, forces in eV/Å.

Its strongest force on any atom is 0.06970 Eh/bohr. The structure (SMILES) is C[C@@H](Cl)COC(=O)OB(N)O.ClCCCl.ClCCCl.ClCCCl.ClCCCl.ClCCCl.ClCCCl.ClCCCl. Its frontier orbital gap is 10.11 eV. Its LUMO energy is 0.27 eV.

---

Record 2
Computed, not measured: a molecular structure, C18H37BClCsMg2N4O12P3 at a distorted geometry, with ωB97M-V/def2-TZVPD.

```
79
Properties=species:S:1:pos:R:3:forces:R:3
O -2.151 3.051 0.397 -0.41 0.56 -0.67
H -1.022 4.897 -0.539 -0.37 -1.34 0.17
N -2.065 -1.562 -4.366 0.15 -0.14 0.59
P 2.857 1.945 4.499 4.56 5.74 -0.58
P -1.046 0.212 0.452 -1.72 -1.32 1.01
O 3.520 1.237 3.367 -2.60 -2.54 0.78
C -1.958 -0.512 -3.499 -0.21 -0.22 -0.73
H -0.877 4.430 -2.127 0.13 -0.33 -0.08
O 2.209 -12.766 -2.451 -0.23 -0.32 -0.05
H -0.185 3.729 4.399 -0.02 0.06 -0.06
H -2.988 2.566 0.438 0.38 -0.57 0.50
H -0.858 -4.071 -5.268 -0.05 0.04 0.26
Mg 1.712 0.916 8.223 -0.12 -0.41 -0.14
H -2.533 -3.712 -5.610 0.03 0.06 0.26
C -1.776 -2.730 -3.846 -0.04 0.12 -0.67
H -0.888 3.075 2.904 0.03 -0.03 -0.02
O -0.066 8.887 -3.795 -0.57 -1.11 0.12
O 0.385 -13.146 -0.843 0.37 -0.13 0.18
H -0.056 2.011 4.041 -0.07 -0.03 -0.11
H -1.133 -3.867 -2.118 -0.03 0.24 0.08
H -0.617 4.544 -6.637 0.05 0.08 0.05
C -1.589 -0.697 -2.167 0.04 1.39 1.09
O 4.211 2.416 5.293 -0.73 -0.40 0.65
C -2.120 1.904 -3.205 0.72 -0.96 1.25
C -2.224 0.791 -3.993 -0.14 1.10 -0.35
O 1.699 -11.067 -0.667 -0.31 -0.01 0.20
H 1.480 3.189 7.595 -0.17 0.04 -0.22
P 1.112 -12.078 -1.647 0.00 0.46 -0.26
O 1.934 2.294 5.847 -1.01 -2.60 -0.82
C -4.057 -4.990 -2.585 -0.99 -0.71 0.81
Mg -0.334 6.454 -1.296 0.92 2.01 -0.84
C 2.612 4.612 6.499 -0.03 0.20 -0.38
C -1.495 0.466 -1.332 0.79 0.38 0.32
H -1.977 4.326 -5.697 0.00 0.01 0.00
C 6.231 2.651 3.959 -0.03 0.28 -0.03
H 0.287 9.714 -4.142 0.33 0.04 0.42
B -1.565 2.973 -0.824 0.06 -0.46 0.09
H -0.436 1.362 1.003 0.60 -0.14 -0.75
H 5.605 2.848 3.089 -0.05 -0.22 -0.01
C 5.497 1.849 5.013 0.45 -0.04 -0.24
C 2.327 3.182 6.891 0.46 0.46 0.58
H -1.997 -6.112 -4.848 -2.93 7.05 -0.28
H 1.217 4.225 2.349 0.18 0.04 0.08
C -1.728 1.733 -1.807 -0.33 0.88 -0.93
H 2.829 5.202 7.391 -0.09 -0.11 0.08
H -1.671 -5.491 -3.179 -0.94 0.89 -0.89
H 5.407 0.802 4.731 -0.16 0.06 -0.13
C -1.383 -2.867 -2.476 0.23 -0.91 0.29
H -2.314 2.896 -3.621 -0.16 -0.13 0.21
C 1.264 3.263 2.864 -0.24 0.00 -0.22
C -2.277 -5.262 -4.116 -0.37 2.15 -1.86
H 6.063 1.871 5.946 -0.18 0.11 0.09
H -0.535 4.758 -4.978 0.09 0.21 0.00
H 1.754 5.049 5.989 -0.04 -0.01 0.09
H 3.179 2.754 7.437 0.17 0.12 -0.19
H -0.717 3.226 -5.607 -0.06 0.00 0.03
O 2.389 3.331 3.747 -0.55 -0.56 0.33
H 7.128 2.125 3.630 0.00 -0.01 0.03
H -3.760 -3.959 -2.352 0.31 -0.27 -0.19
O -3.668 -5.394 -3.912 1.07 0.11 0.69
H -3.915 -5.463 -0.511 0.02 -0.26 -0.07
H -0.252 -0.963 0.648 0.50 0.60 -0.52
C -3.680 -5.982 -1.447 0.34 0.67 -0.40
H -2.524 0.955 -5.027 0.00 -0.60 0.08
N -0.699 4.131 -1.167 -0.67 0.48 0.23
C -1.839 -3.925 -4.790 -0.32 -0.39 0.87
C -0.043 3.008 3.592 0.10 -0.11 0.17
H -2.606 -6.237 -1.389 -0.31 0.19 -0.07
N -1.295 -1.902 -1.604 -0.26 -0.03 -1.49
O -2.360 0.023 1.141 -0.27 0.47 -0.30
Cs -1.315 -7.558 -4.217 4.07 -10.22 2.00
H 1.439 2.488 2.111 0.06 0.00 0.03
H -5.153 -4.970 -2.600 0.21 0.05 -0.22
H 3.465 4.697 5.831 0.04 -0.15 0.02
N -0.961 4.215 -5.730 0.00 -0.17 -0.17
H -4.247 -6.915 -1.491 0.00 0.19 -0.12
Cl 0.433 -1.359 2.448 0.32 0.00 0.53
O 0.177 -11.350 -2.603 -0.04 0.48 -0.30
H 6.528 3.623 4.358 0.04 -0.04 0.03
```
Positions in Å, forces in eV/Å.

Its strongest force on any atom is 0.21739 Eh/bohr. Its energy above the lowest of the compared OMol25 structures with the same formula, charge and spin is 0.000 eV. Its frontier orbital gap is 1.27 eV. Its net charge is +1. Its LUMO energy is -7.42 eV.

---

Record 3
Computed, not measured: 6 unconnected molecules or ions with the total composition C18H37Br2N3O2S2 at a distorted geometry, with ωB97M-V/def2-TZVPD.

```
64
Properties=species:S:1:pos:R:3:forces:R:3
H -5.015 -12.689 -3.579 -0.27 0.18 -0.25
H -5.037 -14.725 -0.431 -0.17 -0.27 -0.25
H -7.234 -12.304 1.463 -0.08 -0.04 -0.09
H -11.259 -12.532 -6.951 0.06 -0.32 0.17
H -5.221 -14.324 -2.965 -0.13 -0.08 -0.25
H -6.372 -7.159 -4.269 -0.10 0.13 0.04
H -5.345 -13.251 -9.517 0.40 -0.09 -0.35
H -9.743 -9.530 -7.509 -0.02 0.33 -0.41
H -3.764 -10.773 -10.484 0.43 -0.05 -0.03
H -5.631 -13.037 1.132 0.02 0.25 0.30
C -9.297 -12.225 -7.314 -0.01 0.28 0.21
H -3.303 -13.178 -0.234 -0.19 -0.03 -0.04
N -5.817 -10.124 -13.203 0.06 -0.24 0.02
C -1.281 -14.685 -1.236 -0.27 0.25 0.50
H -10.266 -12.553 -5.479 0.08 0.07 0.09
H -1.398 -15.405 0.669 0.00 0.25 0.48
C -4.091 -15.208 -0.195 -0.73 -0.23 -0.08
C -4.027 -11.819 -10.606 -0.71 -1.06 -0.02
H -11.265 -8.639 -7.310 -0.03 -0.05 0.63
C -6.360 -13.166 4.048 0.85 0.98 -0.12
C -4.483 -12.087 -12.041 -1.30 0.38 -1.32
H -6.064 -11.763 -9.924 -0.02 0.46 0.57
H -3.676 -12.381 -12.712 0.19 0.19 0.08
H -10.565 -10.142 -5.294 0.75 -0.09 -0.29
C -10.447 -12.032 -6.413 -0.39 0.16 -0.92
C -6.650 -9.308 -4.190 0.77 -0.03 0.73
S -7.155 -13.652 -4.328 0.97 1.31 0.73
N -1.044 -14.850 -2.343 0.12 -0.08 -0.43
N -8.463 -12.425 -8.078 -0.04 0.01 0.15
H -11.995 -10.716 -5.837 -0.23 -0.07 -0.66
H -6.629 -13.545 5.030 -0.07 -0.30 -0.12
C -10.968 -10.598 -6.203 -0.60 0.79 1.20
H -7.884 -7.753 -3.464 0.12 0.46 0.17
H -3.741 -15.756 -1.073 0.21 0.51 -0.25
C -10.820 -9.628 -7.382 0.28 -0.98 -0.22
H -6.814 -12.182 3.915 -0.23 -0.15 -0.08
H -1.103 -13.603 0.529 0.35 -0.33 0.26
C -6.693 -13.234 1.298 0.93 0.40 0.25
C -5.115 -12.181 -9.584 -0.22 -0.43 -0.44
H -5.678 -14.906 -5.750 -0.15 -0.10 -0.12
C -6.821 -7.908 -3.629 -0.10 -0.72 0.17
H -7.002 -13.722 0.377 -0.54 -0.34 0.34
O -7.713 -12.261 -4.462 -0.21 -0.74 -0.04
H -5.226 -12.888 -12.146 0.34 -0.38 0.60
H -3.194 -12.513 -10.494 0.40 0.50 0.39
H -5.459 -13.137 -5.983 0.09 0.02 0.45
H -6.123 -13.040 -2.223 -0.27 0.17 -0.18
C -6.174 -13.940 -5.795 -0.23 0.50 -0.50
H -4.350 -16.009 0.498 0.28 0.36 0.51
H -4.835 -11.915 -8.567 -0.22 0.50 -0.05
C -1.658 -14.470 0.173 -0.35 0.11 -1.01
H -5.278 -13.019 3.993 -0.02 -0.14 0.06
C -5.748 -13.390 -3.184 0.12 -0.82 0.32
C -5.239 -10.993 -12.720 0.61 0.23 0.58
H -6.900 -13.826 -6.605 0.06 -0.54 -0.08
Br -5.886 -7.785 -1.880 -0.37 -0.05 -0.56
H -5.587 -9.534 -4.281 -0.08 0.03 -0.46
S -6.840 -14.295 2.762 -0.94 -1.05 -0.62
C -3.165 -14.117 0.303 1.37 -0.60 0.30
H -3.251 -13.916 1.372 -0.60 -0.01 -0.04
H -7.045 -10.079 -3.533 -0.33 0.09 -0.10
O -5.794 -15.354 2.644 0.02 0.47 0.11
Br -7.539 -9.462 -5.890 0.21 0.21 -0.05
H -11.230 -10.050 -8.302 0.10 -0.16 -0.01
```
Positions in Å, forces in eV/Å.

Its strongest force on any atom is 0.03670 Eh/bohr. Its energy above the lowest of the compared OMol25 structures with the same formula, charge and spin is 0.000 eV. Its frontier orbital gap is 9.44 eV. Its LUMO energy is 0.20 eV.